45
Properties=species:S:1:pos:R:3 method="wB97M-V/def2-TZVPD" largest_force_ev_per_a=11.6 charge=0 orbital_gap_ev=7.61 homo_ev=-8.0000 e_lumo_ev=-0.39
N -0.3997 6.8056 -0.7714
O 3.1392 -3.3542 -0.5667
I 3.9515 5.1217 2.5135
N 1.3973 5.8108 0.7373
N -0.3573 -3.2916 -1.5265
N 0.4883 6.2493 -0.0309
C 1.9671 -3.0465 -0.5522
C -0.8226 -2.4087 -0.6734
C 1.4214 -2.1532 0.4747
C -0.0138 -1.8599 0.4084
C 1.9563 -1.2523 1.4109
C -0.3208 -0.9348 1.3894
C 0.2189 3.5582 0.5561
C 0.1095 2.2228 1.1437
C 2.0104 2.7322 2.5802
C 2.1359 4.0046 2.0245
C 1.1839 4.4228 1.1080
C 0.9935 1.7937 2.2107
N 0.9596 -3.6992 -1.4073
N 0.8337 -0.5805 1.9376
C 1.2433 -4.9684 -2.1309
C 0.9084 0.4316 2.9705
C -1.7723 -0.3867 -2.9027
C -3.3264 0.3122 -0.9271
C -2.1608 -1.8830 -0.9381
C -2.0378 -0.4097 -1.3929
H 3.0458 -1.1958 1.5930
H -1.3106 -0.6333 1.5182
H -0.4178 3.8228 -0.3610
H -0.6986 1.5176 0.8851
H 2.6792 2.2852 3.3764
H 0.9908 -4.9954 -3.2074
H 2.2016 -5.3351 -1.8365
H 0.5885 -5.8686 -1.7807
H -0.0196 0.5245 3.5184
H 1.7667 0.3007 3.6229
H -1.1145 -1.2314 -3.2314
H -2.6369 -0.2453 -3.5072
H -1.1781 0.5166 -3.0877
H -3.7518 -0.0348 0.0707
H -3.9813 0.1103 -1.6931
H -3.1295 1.3591 -0.9460
H -2.7971 -1.8435 -0.0421
H -2.7295 -2.4988 -1.6627
H -1.2137 0.2086 -0.8742

***

40
Properties=species:S:1:pos:R:3 method="wB97M-V/def2-TZVPD" largest_force_ev_per_a=1.5 charge=+1 orbital_gap_ev=7.88 relative_energy_kcal_mol=27.58 homo_ev=-12.1301 e_lumo_ev=-4.25
C 3.1682 -0.4224 1.4573
C 1.7394 -0.7610 1.1073
C 1.1277 -1.8830 1.6984
C -0.1616 -2.1707 1.3734
N -0.8384 -1.3788 0.5369
C -0.3056 -0.3017 -0.0537
C 1.0037 0.0182 0.2043
C 1.5682 1.2443 -0.5420
O 0.9035 1.3617 -1.7879
C 1.4669 0.5680 -2.7853
C 1.2135 -0.7750 -2.9657
C 1.7719 -1.5051 -4.0002
C 2.6048 -0.8806 -4.9101
C 2.8770 0.4645 -4.7163
C 2.3230 1.1874 -3.6867
H 3.2081 0.3639 2.2242
H 3.6308 -1.3063 1.9154
H 3.7577 -0.1562 0.5733
H 1.7017 -2.5102 2.3746
H -0.6641 -3.0439 1.7826
H -1.8008 -1.6045 0.3052
H -0.9283 0.2691 -0.7367
H 1.4076 2.1426 0.0656
H 2.6510 1.1018 -0.6713
H 0.5503 -1.3219 -2.2947
H 1.5267 -2.5616 -4.0932
H 3.0059 -1.4718 -5.7293
H 3.5354 0.9581 -5.4304
H 2.5738 2.2448 -3.6197
N -5.0326 0.2381 3.8711
C -4.0097 -0.3216 3.2307
C -3.1329 0.3813 2.4185
C -3.3319 1.7444 2.2590
C -4.3914 2.3447 2.9154
C -5.2078 1.5491 3.7078
H -3.8950 -1.3906 3.3831
H -2.3163 -0.1253 1.9251
H -2.6701 2.3304 1.6320
H -4.5825 3.4043 2.8180
H -6.0479 1.9757 4.2438

***

51
Properties=species:S:1:pos:R:3 method="wB97M-V/def2-TZVPD" largest_force_ev_per_a=1.4 charge=0 orbital_gap_ev="5.56 / 7.24" multiplicity=2 relative_energy_kcal_mol=52.60 s_squared=1.1650 homo_ev="-8.2418 / -8.4983" e_lumo_ev="-2.68 / -1.26"
Tc -0.5684 -0.6545 0.5255
Se 1.2738 0.5729 -0.1788
P -0.9118 3.0984 0.4265
Se -1.9602 1.2118 1.0948
C -0.4721 2.7902 -1.3238
C -1.0391 1.8265 -2.1545
C -0.6119 1.6977 -3.4694
C 0.3757 2.5323 -3.9689
C 0.9450 3.4977 -3.1486
C 0.5319 3.6193 -1.8326
C -2.3731 4.1966 0.2975
C -3.2362 4.2374 -0.7971
C -4.3203 5.0988 -0.7988
C -4.5549 5.9281 0.2915
C -3.7010 5.8978 1.3818
C -2.6106 5.0384 1.3819
H -1.8051 1.1602 -1.7805
H -1.0519 0.9355 -4.0993
H 0.7095 2.4253 -4.9926
H 1.7230 4.1462 -3.5297
H 0.9996 4.3564 -1.1896
H -3.0583 3.5984 -1.6527
H -4.9856 5.1244 -1.6520
H -5.4020 6.6018 0.2878
H -3.8779 6.5468 2.2293
H -1.9367 5.0201 2.2309
O 2.6861 -0.3684 3.4143
S 1.9589 -0.8938 2.3175
O 2.1197 -2.3535 2.1865
O 0.4984 -0.5500 2.3219
O 2.4956 -0.3004 0.9653
O -2.1837 -2.9315 -2.5765
C -1.8534 -2.0992 -1.8186
N -1.5513 -1.2157 -1.0672
O -0.0954 -3.5124 2.0044
C 0.7955 -3.2630 1.0813
O 0.5432 -2.3845 0.2163
C 1.5982 -4.4724 0.6065
N 1.5207 -5.5301 1.6262
C 2.8904 -5.9522 1.9957
C 3.7725 -4.7787 1.5832
C 3.0850 -4.2625 0.3168
H 1.0577 -4.7506 -0.3030
H 0.9742 -6.3145 1.3017
H 0.2406 -4.3309 2.4413
H 3.1737 -6.8561 1.4459
H 2.9503 -6.1704 3.0613
H 4.8042 -5.0814 1.4087
H 3.7591 -4.0144 2.3534
H 3.3610 -4.8889 -0.5338
H 3.3174 -3.2290 0.0724

***

42
Properties=species:S:1:pos:R:3 method="wB97M-V/def2-TZVPD" largest_force_ev_per_a=1.3 charge=0 orbital_gap_ev=8.41 relative_energy_kcal_mol=53.01 smiles="N#Cc1ccc(C(=O)NC[C@@H](c2ccco2)N2CCCC2)cc1" homo_ev=-8.4874 e_lumo_ev=-0.07
N 5.1911 -4.9040 -1.3138
C 4.2245 -4.3025 -1.1814
C 3.0329 -3.5591 -1.0135
C 2.7698 -2.4659 -1.8405
C 1.6040 -1.7488 -1.6684
C 0.7008 -2.0969 -0.6672
C -0.5382 -1.2706 -0.5372
O -1.1035 -0.8011 -1.5026
N -0.9807 -1.1110 0.7391
C -1.9719 -0.1126 1.0562
C -1.2936 1.2226 1.4428
C -0.4300 1.6780 0.2945
C 0.9260 1.6044 0.1446
C 1.2064 2.0681 -1.1633
C 0.0021 2.3844 -1.7083
O -0.9881 2.1532 -0.8352
N -2.2728 2.1645 1.9325
C -1.6923 3.3559 2.5379
C -2.8156 4.3821 2.4822
C -3.4225 4.0988 1.1113
C -3.3424 2.5727 1.0166
C 0.9631 -3.1935 0.1495
C 2.1207 -3.9264 -0.0231
H 3.4774 -2.1948 -2.6098
H 1.3718 -0.9059 -2.3016
H -0.3719 -1.3916 1.4926
H -2.5955 -0.4548 1.8841
H -2.5853 0.0217 0.1642
H -0.6128 1.0220 2.2833
H 1.6354 1.2665 0.8737
H 2.1688 2.1502 -1.6254
H -0.2731 2.7692 -2.6699
H -1.3712 3.1272 3.5579
H -0.8183 3.7197 1.9733
H -2.4539 5.4027 2.5894
H -3.5449 4.1769 3.2659
H -2.8089 4.5555 0.3332
H -4.4412 4.4677 1.0116
H -4.2762 2.1139 1.3631
H -3.1587 2.2477 -0.0081
H 0.2498 -3.4947 0.9029
H 2.3273 -4.7836 0.6008

***

46
Properties=species:S:1:pos:R:3 method="wB97M-V/def2-TZVPD" largest_force_ev_per_a=1.1 charge=0 orbital_gap_ev=8.21 relative_energy_kcal_mol=88.05 smiles="CC1(C)SC(=S)N(/N=C/c2cccnc2)[C@H]1N(O)C(=O)Nc1ccccc1" homo_ev=-8.3928 e_lumo_ev=-0.18
C -0.7777 -3.9190 -0.9304
C -1.8772 -2.8740 -0.8465
C -2.6949 -2.8112 -2.1313
S -3.0331 -3.2683 0.5504
C -3.2697 -1.5781 0.9424
S -4.3396 -1.0260 2.0383
N -2.4182 -0.7858 0.2176
N -2.5568 0.5340 0.3321
C -1.7733 1.3831 -0.2037
C -2.0307 2.7972 -0.0339
C -1.1733 3.7413 -0.6023
C -1.4452 5.0855 -0.4253
C -2.5652 5.4388 0.3147
N -3.3849 4.5541 0.8615
C -3.1286 3.2742 0.6944
C -1.3482 -1.4761 -0.4965
N -0.1478 -1.4741 0.2994
O -0.1949 -2.1101 1.5432
C 0.9964 -0.7995 -0.0994
O 0.9891 -0.1807 -1.1442
N 2.0198 -0.9324 0.7759
C 3.3122 -0.4013 0.6959
C 3.7224 0.4305 -0.3397
C 5.0149 0.9231 -0.3498
C 5.9043 0.5981 0.6598
C 5.4946 -0.2306 1.6913
C 4.2064 -0.7290 1.7123
H -1.2018 -4.8749 -1.2256
H -0.0392 -3.6161 -1.6704
H -0.2852 -4.0418 0.0303
H -2.0452 -2.5973 -2.9779
H -3.4564 -2.0359 -2.0684
H -3.1893 -3.7640 -2.3033
H -0.8924 1.1263 -0.7961
H -0.3116 3.4172 -1.1697
H -0.8049 5.8428 -0.8507
H -2.8218 6.4768 0.4804
H -3.8149 2.5764 1.1530
H -1.0886 -0.9278 -1.4095
H -0.7331 -1.5748 2.1539
H 1.8442 -1.5387 1.5682
H 3.0332 0.6810 -1.1282
H 5.3275 1.5675 -1.1577
H 6.9110 0.9867 0.6444
H 6.1802 -0.4911 2.4837
H 3.8875 -1.3763 2.5175